144
Properties=species:S:1:pos:R:3:lowdin_charge:R:1 method="wB97M-V/def2-TZVPD" total_energy_ha=-3626.642903
C 4.61633 -6.91003 -0.00189 -0.075
C 4.40049 -6.60578 -1.58848 -0.224
O 3.29324 -7.41753 -2.16152 -0.107
C 2.54153 -6.62939 -3.11355 -0.308
O 1.54217 -5.94474 -2.63286 0.014
C 2.82683 -6.58960 -4.71518 -0.076
C 4.20712 -5.79636 -5.10294 -0.183
C 3.96959 -4.33698 -5.76460 -0.172
C 3.61604 -3.16132 -4.71470 -0.078
C 2.09316 -3.09937 -4.13550 0.055
C 1.61223 -1.97189 -3.08998 -0.137
P -0.16609 -1.93745 -2.37088 0.686
O -0.95650 -3.14414 -2.94016 -0.372
O -0.07535 -2.06834 -0.63283 -0.228
O -0.95232 -0.44351 -2.72531 -0.211
C 2.59397 -0.80708 -2.57911 -0.258
N 2.38502 0.30608 -1.64831 -0.289
S 3.87531 1.18797 -1.55127 0.896
N 4.86624 0.22066 -2.61827 -0.291
C 4.07851 -0.92150 -3.17763 -0.175
C 4.64748 -2.05226 -4.19978 -0.028
C 6.21439 -2.05663 -4.68402 -0.082
C 7.17119 -2.67743 -3.48942 -0.573
N 6.84717 -2.13511 -2.13427 0.063
N 8.63227 -2.56986 -3.83437 0.051
N 6.81181 -4.16556 -3.45515 0.044
H 3.96082 -7.81637 0.31254 0.090
H 4.28540 -5.93773 0.56348 0.089
H 5.75652 -7.11241 0.13795 0.072
H 4.23466 -5.48233 -1.81106 0.126
H 5.35437 -6.95045 -2.18104 0.105
H 2.78031 -7.66522 -5.14819 0.128
H 1.95166 -5.98457 -5.19168 0.114
H 4.78649 -6.51600 -5.82803 0.122
H 4.86646 -5.65761 -4.16485 0.071
H 4.86353 -4.05491 -6.44115 0.104
H 3.03095 -4.44210 -6.46352 0.125
H 1.27551 -3.86449 -4.43691 0.101
H -0.88262 -2.55366 -0.29911 0.087
H -1.79179 -0.47074 -2.17949 0.072
H 6.33007 -2.75062 -5.62399 0.104
H 6.56310 -1.00513 -5.02826 0.122
H 7.68374 -1.98884 -1.54495 0.079
H 6.10502 -2.66924 -1.65180 0.085
H 9.06192 -3.50099 -4.00327 0.069
H 9.18929 -2.13372 -3.07890 0.069
H 7.24324 -4.64997 -4.26233 0.074
H 7.15849 -4.51691 -2.54238 0.046
C -1.34235 1.22301 0.08485 -0.119
C -2.82285 1.47489 0.35928 -0.256
C -3.12736 2.93773 0.70831 -0.313
C -2.37242 3.32934 1.95485 -0.149
N -1.76766 3.64311 2.95376 0.138
H -0.72822 1.42889 0.96619 0.074
H -1.17944 0.17782 -0.18716 0.029
H -0.98376 1.84892 -0.73926 0.082
H -3.14712 0.82265 1.17851 0.106
H -3.40154 1.19174 -0.52640 0.099
H -4.19098 3.06036 0.88090 0.066
H -2.83424 3.59545 -0.11213 0.114
C -6.39418 7.06663 -1.16131 -0.134
C -6.24290 7.46274 0.30316 -0.271
C -4.82356 7.24967 0.83350 -0.166
C -4.45437 5.78932 0.72789 -0.014
N -4.15781 4.61120 0.64268 0.069
H -6.19980 6.00107 -1.31339 0.056
H -7.41331 7.26191 -1.50369 0.045
H -5.70629 7.63674 -1.79516 0.076
H -6.95397 6.88333 0.90246 0.102
H -6.51209 8.51781 0.41564 0.111
H -4.76266 7.55985 1.88089 0.117
H -4.10528 7.84489 0.26126 0.118
C -0.53196 5.49040 5.41581 -0.124
C 0.93902 5.89015 5.46461 -0.274
C 1.37276 6.39945 6.84113 -0.192
C 0.56940 7.62320 7.21086 -0.185
N -0.07360 8.60238 7.50672 0.121
H -1.18872 6.34258 5.61381 0.068
H -0.78861 5.10683 4.42450 0.016
H -0.75046 4.70846 6.15082 0.079
H 1.12189 6.66202 4.70870 0.111
H 1.55173 5.02398 5.19490 0.109
H 2.43529 6.65949 6.82808 0.111
H 1.22173 5.62741 7.60174 0.115
C -7.44953 2.45414 -1.49069 -0.106
C -8.22385 2.34294 -0.18188 -0.303
C -9.57626 3.05879 -0.22770 -0.182
C -9.36675 4.52968 -0.49529 -0.163
N -9.19908 5.70680 -0.70924 0.142
H -7.20357 3.49346 -1.72738 0.059
H -6.50622 1.90548 -1.42118 0.061
H -8.02554 2.03771 -2.32396 0.079
H -7.61228 2.75583 0.62792 0.103
H -8.38678 1.28597 0.04530 0.068
H -10.09757 2.93907 0.72656 0.111
H -10.20853 2.63670 -1.01486 0.116
C 8.22581 -8.59597 -2.62587 -0.109
C 9.70111 -8.21053 -2.58769 -0.271
C 10.14816 -7.70178 -1.21541 -0.184
C 9.35868 -6.46952 -0.84469 -0.182
N 8.72618 -5.48376 -0.54798 0.125
H 7.57878 -7.73687 -2.42615 0.045
H 7.95896 -8.97975 -3.61444 0.077
H 8.00425 -9.37356 -1.88734 0.082
H 9.88671 -7.44257 -3.34693 0.110
H 10.30367 -9.08327 -2.85876 0.111
H 11.21295 -7.45207 -1.23571 0.115
H 9.99442 -8.47014 -0.45163 0.119
C -2.02929 -6.37132 -2.84392 -0.119
C -3.19945 -7.33065 -3.03451 -0.277
C -2.76593 -8.70074 -3.56087 -0.194
C -2.09749 -8.54478 -4.90583 -0.197
N -1.56256 -8.41996 -5.98202 0.110
H -1.52532 -6.15607 -3.79012 0.070
H -2.38110 -5.41807 -2.44053 0.062
H -1.29252 -6.78494 -2.14724 0.075
H -3.91995 -6.87837 -3.72521 0.111
H -3.71159 -7.46194 -2.07573 0.106
H -3.63618 -9.35504 -3.66751 0.109
H -2.06723 -9.17604 -2.86565 0.115
C 1.43935 11.89535 8.12711 -0.125
C 0.15479 12.50279 8.68022 -0.276
C -0.12599 13.90346 8.13152 -0.194
C 1.00123 14.83573 8.50599 -0.199
N 1.90353 15.58122 8.80559 0.113
H 2.31797 12.48287 8.40890 0.067
H 1.58329 10.88652 8.52326 0.058
H 1.40373 11.83054 7.03454 0.077
H 0.22159 12.53878 9.77330 0.112
H -0.68483 11.84625 8.43056 0.105
H -1.06191 14.28891 8.54638 0.111
H -0.22328 13.87707 7.04192 0.115
C -7.21181 -0.19460 4.70589 -0.112
C -8.34251 -0.85428 3.92309 -0.274
C -7.85018 -1.60136 2.68160 -0.180
C -7.16504 -0.63777 1.74272 -0.153
N -6.61668 0.13411 0.99206 0.154
H -6.69964 0.56698 4.11100 0.070
H -7.60592 0.30130 5.59720 0.074
H -6.47263 -0.93591 5.02716 0.079
H -9.06698 -0.08583 3.63107 0.110
H -8.86590 -1.55734 4.57891 0.109
H -8.69391 -2.06680 2.16379 0.114
H -7.14668 -2.39120 2.96193 0.118